Computed, not measured: CH2IOP as an isolated structure, with ωB97M-V with the def2-TZVPD basis set.

XYZ file:
```
6
CH2IOP, DFT ωB97M-V with the def2-TZVPD basis set
C 0.3072 0.4398 0.0453
O -0.4400 -2.0793 -0.6554
P -0.3688 -1.2624 0.5492
I -1.6332 1.3645 -0.0243
H 0.8923 0.7575 -0.9572
H 1.2425 0.7798 1.0425
```

For the HOMO energy, the calculation gives -0.3532 hartree. For the relative energy (zero: lowest compared OMol25 entry of this formula, charge and spin), the calculation gives 1.1981 eV.